8
Properties=species:S:1:pos:R:3:nbo_charge:R:1 method="wB97M-V/def2-TZVPD" multiplicity=1 de_lowest_kj_mol=334.6
I -1.943 -0.289 -0.409 0.88
S -0.401 -1.842 -1.703 0.25
F 0.680 -0.645 -2.030 -0.50
N -0.732 -0.170 1.051 -0.77
C 0.405 0.622 0.849 -0.47
H 0.258 1.278 -0.034 0.17
H 0.491 1.199 1.813 0.22
H 1.242 -0.153 0.463 0.21